1.
This record from OMol25 describes one molecule with the formula CH3ClN2O2 in a non-equilibrium geometry. The level of theory is wB97M-V/def2-TZVPD.

The calculation puts the relative energy (zero: lowest compared OMol25 entry of this formula, charge and spin) at 31.0 kJ/mol. The SMILES is NC(=O)N(O)Cl. For the HOMO energy, the calculation gives -9.2902 eV. Its gap between HOMO and LUMO is 0.364 Ha. Its electronic energy is -20680.643 eV. Its LUMO energy is 0.6 eV.

Atoms and positions in Å:
N1 -1.186 -0.766 -0.094
C1 0.095 -0.978 0.086
O1 0.801 -1.923 0.094
N2 0.885 0.569 0.508
O2 0.029 1.531 -0.054
Cl1 2.416 0.569 -0.322
H1 -1.523 0.179 -0.197
H2 -1.743 -1.544 -0.417
H3 0.227 2.362 0.396

natural (NBO) atomic charge list, values in e, 5 entries: -0.83, 0.82, -0.54, -0.24, -0.61

2.
This record from OMol25 describes a 2-piece molecular cluster, C2H10NO overall in a non-equilibrium geometry. The level of theory is wB97M-V/def2-TZVPD.

Its charge is +1. The calculation puts the relative energy (zero: lowest compared OMol25 entry of this formula, charge and spin) at 140.2 kJ/mol. For the HOMO energy, the calculation gives -14.9914 eV. Its gap between HOMO and LUMO is 0.420 Ha. Its electronic energy is -5766.229 eV. Its LUMO energy is -3.6 eV.

Atoms and positions in Å:
C1 -1.375 -1.495 -0.682
N1 -1.123 -0.628 0.508
H1 -0.214 -0.786 0.943
H2 -1.042 0.357 0.291
H3 -1.859 -0.847 1.179
H4 -1.248 -2.588 -0.753
H5 -0.819 -1.066 -1.577
H6 -2.409 -1.476 -1.093
C2 1.680 1.803 0.153
O1 1.247 0.476 0.466
H7 1.925 -0.198 0.350
H8 0.827 2.255 -0.380
H9 2.515 1.870 -0.509
H10 1.893 2.323 1.103

natural (NBO) atomic charge list, values in e, 5 entries: -0.49, -0.66, 0.47, 0.46, 0.44

3.
This record from OMol25 describes a 4-piece molecular cluster, C19H25Br8O5P overall in a non-equilibrium geometry. The level of theory is wB97M-V/def2-TZVPD.

For the HOMO energy, the calculation gives -9.0698 eV. Its gap between HOMO and LUMO is 0.311 Ha. Its electronic energy is -599975.746 eV. Its LUMO energy is -0.6 eV.

Atoms and positions in Å:
O1 -4.910 -2.043 -1.423
C1 -3.750 -2.361 -1.281
C2 -2.839 -1.739 -0.255
C3 -1.562 -1.494 -0.537
C4 -0.520 -0.900 0.531
P1 -0.135 -2.321 1.635
O2 -1.365 -2.912 2.215
O3 0.598 -3.473 0.777
O4 0.831 -1.847 2.831
C5 -1.063 -1.910 -1.988
O5 -0.259 -1.309 -2.654
C6 -1.742 -3.165 -2.504
C7 -1.035 -4.050 -3.301
C8 -1.683 -5.202 -3.728
C9 -2.991 -5.464 -3.364
C10 -3.712 -4.562 -2.584
C11 -3.073 -3.414 -2.153
H1 -3.189 -1.508 0.754
H2 -0.919 -0.030 1.100
H3 0.408 -0.622 0.023
H4 -0.002 -4.225 0.684
H5 0.439 -2.234 3.628
H6 -0.008 -3.786 -3.550
H7 -1.152 -5.917 -4.355
H8 -3.493 -6.380 -3.673
H9 -4.739 -4.747 -2.273
Br1 0.901 2.382 2.422
C12 2.728 2.680 1.822
C13 2.968 2.063 0.471
Br2 3.183 0.131 0.596
H10 3.384 2.288 2.593
H11 2.839 3.762 1.773
H12 3.902 2.426 0.046
H13 2.157 2.246 -0.229
Br3 -2.672 1.441 2.500
C14 -2.511 -0.051 3.745
C15 -3.801 -0.816 3.863
Br4 -5.095 0.135 4.965
H14 -2.171 0.363 4.690
H15 -1.732 -0.687 3.329
H16 -3.636 -1.764 4.369
H17 -4.277 -0.998 2.904
Br5 6.370 3.599 2.108
C16 7.284 4.787 0.866
C17 6.310 5.521 -0.017
Br6 5.616 4.369 -1.426
H18 7.990 4.179 0.309
H19 7.831 5.488 1.494
H20 6.806 6.338 -0.537
H21 5.453 5.907 0.526
Br7 -1.007 0.784 -1.104
C18 -1.335 2.101 -2.508
C19 -0.596 3.386 -2.238
Br8 -1.475 4.438 -0.856
H22 -2.411 2.234 -2.574
H23 -0.972 1.636 -3.425
H24 -0.594 4.021 -3.123
H25 0.427 3.226 -1.910

natural (NBO) atomic charge list, values in e, 5 entries: -0.50, 0.52, -0.24, -0.08, -0.92

4.
This record from OMol25 describes a 4-piece molecular cluster, C22H47N3O4 overall in a non-equilibrium geometry. The level of theory is wB97M-V/def2-TZVPD.

The SMILES is CCCN[C@@H](C#N)[C@H](C#N)OCCC.CCOCC.CCOCC.CCOCC. For the HOMO energy, the calculation gives -9.6396 eV. Its gap between HOMO and LUMO is 0.379 Ha. Its electronic energy is -36230.500 eV. Its LUMO energy is 0.7 eV.

Atoms and positions in Å:
C1 -5.444 1.511 -1.076
C2 -4.300 0.488 -0.535
C3 -4.751 -1.048 -0.866
N1 -3.733 -2.018 -0.359
C4 -3.679 -2.045 1.135
C5 -4.086 -3.470 1.769
N2 -4.273 -4.654 1.963
C6 -2.094 -1.825 1.528
C7 -1.942 -1.498 3.070
N3 -1.987 -1.079 4.213
O1 -1.546 -0.925 0.574
C8 -0.928 0.268 1.091
C9 0.609 0.054 1.626
C10 0.805 0.458 3.178
H1 -5.808 2.196 -0.216
H2 -6.358 0.863 -1.388
H3 -5.112 2.122 -1.990
H4 -3.266 0.744 -0.988
H5 -4.205 0.677 0.600
H6 -4.883 -1.135 -2.012
H7 -5.784 -1.226 -0.353
H8 -3.852 -2.966 -0.745
H9 -4.332 -1.232 1.624
H10 -1.610 -2.869 1.350
H11 -0.792 0.975 0.173
H12 -1.566 0.888 1.827
H13 0.989 -1.022 1.403
H14 1.324 0.745 1.021
H15 1.848 0.947 3.286
H16 0.847 -0.526 3.791
H17 -0.020 1.138 3.601
C11 -0.176 -1.114 -5.372
C12 0.306 0.000 -4.457
O2 -0.501 0.173 -3.300
C13 -0.604 -0.946 -2.426
C14 0.732 -1.398 -1.863
H18 -1.208 -0.930 -5.688
H19 0.458 -1.179 -6.260
H20 -0.155 -2.087 -4.877
H21 0.270 0.944 -5.006
H22 1.351 -0.151 -4.171
H23 -1.121 -1.771 -2.927
H24 -1.248 -0.636 -1.599
H25 1.417 -1.727 -2.647
H26 0.590 -2.232 -1.170
H27 1.218 -0.577 -1.327
C15 4.034 -2.567 2.660
C16 4.518 -1.451 3.572
O3 3.711 -1.274 4.729
C17 3.608 -2.390 5.605
C18 4.943 -2.843 6.169
H28 3.002 -2.382 2.344
H29 4.668 -2.634 1.772
H30 4.055 -3.538 3.158
H31 4.483 -0.507 3.021
H32 5.563 -1.602 3.859
H33 3.090 -3.215 5.105
H34 2.963 -2.077 6.431
H35 5.628 -3.174 5.385
H36 4.800 -3.676 6.863
H37 5.431 -2.022 6.703
C19 -0.750 3.570 -2.550
C20 0.539 3.687 -1.752
O4 1.702 3.357 -2.501
C21 1.957 4.150 -3.653
C22 2.139 5.626 -3.345
H38 -0.863 2.555 -2.946
H39 -1.612 3.799 -1.917
H40 -0.768 4.256 -3.399
H41 0.498 2.985 -0.915
H42 0.641 4.684 -1.314
H43 1.169 3.996 -4.398
H44 2.880 3.766 -4.096
H45 1.242 6.066 -2.904
H46 2.370 6.180 -4.259
H47 2.957 5.770 -2.633

Mulliken atomic charge list, values in e, 5 entries: -1.07, 0.53, -0.88, -0.10, -0.03

5.
This record from OMol25 describes C44H43BBrCl3F4N5O4W as an isolated structure in a non-equilibrium geometry. The level of theory is wB97M-V/def2-TZVPD.

Its charge is +1. The calculation puts the relative energy (zero: lowest compared OMol25 entry of this formula, charge and spin) at 113.6 kJ/mol. As for the spin multiplicity: 3. For the HOMO energy (alpha / beta), the calculation gives -8.9731 / -11.1409 eV. Its gap between HOMO and LUMO (alpha / beta) is 0.200 / 0.261 Ha. Its electronic energy is -182953.993 eV. Its LUMO energy (alpha / beta) is -3.5 / -4.0 eV. Its expectation value of S² is 2.013.

Atoms and positions in Å:
W1 1.304 0.325 -0.339
C1 -0.990 1.077 2.593
C2 -0.299 -0.258 2.658
C3 -0.715 -1.114 3.667
C4 -0.099 -2.338 3.844
C5 0.948 -2.652 3.009
C6 1.329 -1.765 2.008
N1 0.679 -0.584 1.789
C7 2.497 -2.016 1.181
C8 3.347 -3.109 1.325
C9 4.482 -3.210 0.552
C10 4.790 -2.184 -0.332
C11 3.916 -1.126 -0.446
N2 2.751 -1.061 0.250
C12 4.199 0.081 -1.234
C13 5.101 0.111 -2.281
C14 5.342 1.320 -2.908
C15 4.779 2.459 -2.368
C16 3.904 2.362 -1.290
C17 3.433 3.601 -0.599
N3 3.531 1.168 -0.798
H1 -1.073 1.477 3.604
H2 -2.003 0.961 2.202
H3 -0.459 1.793 1.980
H4 -1.519 -0.804 4.320
H5 -0.412 -3.013 4.628
H6 1.489 -3.577 3.131
H7 3.128 -3.876 2.051
H8 5.144 -4.058 0.655
H9 5.711 -2.196 -0.894
H10 5.548 -0.805 -2.637
H11 5.985 1.372 -3.775
H12 4.992 3.434 -2.782
H13 3.822 4.486 -1.094
H14 3.787 3.585 0.434
H15 2.349 3.659 -0.587
C18 -5.219 2.922 -1.678
C19 -4.965 1.998 -0.476
C20 -5.282 2.751 0.827
C21 -5.905 0.795 -0.594
C22 -3.507 1.589 -0.444
C23 -2.494 2.559 -0.501
C24 -1.181 2.181 -0.481
N4 -0.762 0.903 -0.394
C25 -1.726 -0.052 -0.353
C26 -3.082 0.279 -0.360
C27 -1.228 -1.410 -0.404
C28 -2.046 -2.536 -0.331
C29 -1.548 -3.807 -0.529
C30 -0.182 -3.886 -0.832
C31 0.578 -2.749 -0.868
N5 0.108 -1.515 -0.616
C32 -2.386 -5.066 -0.429
C33 -2.126 -5.958 -1.654
C34 -3.886 -4.765 -0.360
C35 -1.963 -5.803 0.853
H16 -6.281 3.160 -1.731
H17 -4.932 2.429 -2.608
H18 -4.669 3.859 -1.601
H19 -6.321 3.082 0.819
H20 -4.645 3.628 0.945
H21 -5.139 2.099 1.690
H22 -6.931 1.148 -0.686
H23 -5.854 0.157 0.290
H24 -5.674 0.205 -1.483
H25 -2.733 3.609 -0.577
H26 -0.408 2.932 -0.550
H27 -3.805 -0.520 -0.338
H28 -3.094 -2.394 -0.119
H29 0.289 -4.829 -1.060
H30 1.625 -2.825 -1.130
H31 -2.298 -5.400 -2.575
H32 -2.801 -6.812 -1.635
H33 -1.106 -6.340 -1.670
H34 -4.208 -4.172 -1.217
H35 -4.148 -4.242 0.561
H36 -4.440 -5.703 -0.374
H37 -0.902 -6.055 0.830
H38 -2.535 -6.725 0.959
H39 -2.150 -5.180 1.730
F1 1.208 1.838 -1.718
B1 1.087 2.965 -3.403
F2 -0.241 2.957 -3.474
F3 1.801 2.124 -4.144
F4 1.676 4.067 -2.943
Cl1 0.352 -2.797 -4.465
C36 0.853 -1.095 -4.349
Cl2 -0.542 -0.132 -3.848
Cl3 1.411 -0.546 -5.918
C37 2.053 -1.041 -3.308
O1 3.090 -1.565 -3.631
O2 1.844 -0.472 -2.167
Br1 0.158 6.964 2.257
C38 1.178 5.507 2.917
C39 1.797 5.596 4.154
C40 2.540 4.520 4.618
C41 2.661 3.368 3.860
C42 2.023 3.282 2.628
C43 1.279 4.361 2.153
C44 2.112 2.040 1.818
O3 2.865 1.113 2.074
O4 1.292 1.969 0.789
H40 1.701 6.494 4.749
H41 3.021 4.588 5.584
H42 3.238 2.522 4.209
H43 0.785 4.307 1.194

Mulliken atomic charge list, values in e, 5 entries: 1.53, -1.20, 0.99, -0.99, -1.18

6.
This record from OMol25 describes C54H43IrN4O2PS2Se as an isolated structure. The level of theory is wB97M-V/def2-TZVPD.

Its charge is +4. As for the spin multiplicity: 6. For the HOMO energy (alpha / beta), the calculation gives -16.6304 / -16.6364 eV. Its gap between HOMO and LUMO (alpha / beta) is 0.217 / 0.107 Ha. Its electronic energy is -165857.411 eV. Its LUMO energy (alpha / beta) is -10.7 / -13.7 eV. Its expectation value of S² is 8.816.

Atoms and positions in Å:
Ir1 -1.460 1.010 -1.522
C1 7.147 2.295 -1.819
C2 5.807 1.640 -1.686
C3 4.861 2.105 -0.768
C4 3.614 1.510 -0.655
C5 3.308 0.432 -1.474
C6 4.215 -0.030 -2.420
C7 5.461 0.567 -2.509
S1 1.736 -0.390 -1.394
O1 0.777 0.605 -0.735
C8 2.045 -1.701 -0.214
C9 2.357 -2.919 -0.859
C10 2.634 -4.029 -0.125
C11 2.585 -3.992 1.288
C12 2.852 -5.149 2.060
C13 2.797 -5.107 3.415
C14 2.471 -3.896 4.074
C15 2.211 -2.765 3.365
C16 2.259 -2.773 1.945
C17 1.995 -1.606 1.159
C18 1.727 -0.343 1.902
C19 2.784 0.318 2.569
C20 4.116 -0.130 2.457
C21 5.156 0.514 3.141
C22 4.895 1.615 3.935
C23 3.589 2.095 4.046
C24 2.519 1.465 3.365
C25 1.213 1.953 3.468
C26 0.171 1.306 2.806
C27 0.433 0.171 2.061
S2 -0.930 -0.656 1.232
O2 -1.780 0.453 0.578
C28 -1.905 -1.161 2.626
C29 -1.363 -1.402 3.884
C30 -2.177 -1.912 4.879
C31 -3.526 -2.191 4.646
C32 -4.388 -2.738 5.740
C33 -4.040 -1.946 3.371
C34 -3.240 -1.447 2.360
H1 7.346 2.978 -0.995
H2 7.199 2.865 -2.748
H3 7.943 1.551 -1.855
H4 5.105 2.960 -0.149
H5 2.870 1.902 0.026
H6 3.956 -0.849 -3.080
H7 6.173 0.205 -3.240
H8 2.363 -2.965 -1.941
H9 2.883 -4.958 -0.621
H10 3.106 -6.070 1.550
H11 3.006 -5.996 3.994
H12 2.432 -3.868 5.155
H13 1.972 -1.855 3.900
H14 4.342 -0.984 1.831
H15 6.166 0.138 3.045
H16 5.695 2.107 4.473
H17 3.383 2.959 4.666
H18 1.009 2.822 4.081
H19 -0.846 1.668 2.893
H20 -0.324 -1.196 4.101
H21 -1.761 -2.092 5.862
H22 -4.412 -2.052 6.589
H23 -3.991 -3.687 6.103
H24 -5.409 -2.902 5.403
H25 -5.082 -2.158 3.170
H26 -3.654 -1.270 1.376
Se1 -6.429 7.061 -1.923
N1 -6.703 5.320 -1.704
C35 -5.532 4.747 -1.699
C36 -5.321 3.331 -1.555
C37 -6.375 2.421 -1.413
C38 -6.072 1.079 -1.296
C39 -4.740 0.692 -1.328
N2 -3.727 1.557 -1.467
C40 -4.001 2.851 -1.574
C41 -2.844 3.760 -1.735
N3 -1.628 3.203 -1.751
C42 -0.553 3.989 -1.918
C43 -0.641 5.362 -2.082
C44 -1.889 5.955 -2.066
C45 -3.011 5.142 -1.887
C46 -4.359 5.670 -1.869
N4 -4.651 6.927 -1.999
H27 -7.398 2.775 -1.400
H28 -6.849 0.336 -1.186
H29 -4.461 -0.351 -1.242
H30 0.404 3.481 -1.921
H31 0.256 5.947 -2.223
H32 -2.010 7.024 -2.191
C47 -3.066 -0.180 -4.464
P1 -1.525 -0.291 -3.516
C48 -0.254 0.302 -4.672
C49 -1.222 -2.046 -3.245
C50 -1.166 -2.925 -4.329
C51 -0.960 -4.277 -4.110
C52 -0.815 -4.760 -2.815
C53 -0.871 -3.892 -1.735
C54 -1.074 -2.538 -1.952
H33 -2.941 -0.650 -5.441
H34 -3.339 0.865 -4.613
H35 -3.869 -0.696 -3.938
H36 -0.155 -0.401 -5.500
H37 0.708 0.391 -4.170
H38 -0.543 1.274 -5.074
H39 -1.287 -2.568 -5.345
H40 -0.922 -4.957 -4.950
H41 -0.668 -5.820 -2.652
H42 -0.769 -4.270 -0.725
H43 -1.128 -1.861 -1.107

Mulliken atomic charge list, values in e, 5 entries: 2.56, -1.52, 0.82, -1.01, -0.37